Molecular formula: C38H79BClFIN3O5S3
Method: DFT, wB97M-V/def2-TZVPD

For the HOMO energy, the calculation gives -8.210 eV. As for the maximum force: 7.64 eV Å⁻¹.

```
132
Properties=species:S:1:pos:R:3:forces:R:3
C -2.846552 2.226250 8.525208 -1.004 -0.041 0.013
C -2.697812 3.776850 8.001601 0.016 0.501 0.649
C -1.147060 4.299891 7.905363 -0.257 -0.369 -0.404
C -0.227309 3.300726 6.985206 0.710 0.903 -0.810
C 0.298724 4.047705 5.585594 1.055 -1.105 0.449
C 1.066602 2.869688 4.717146 -0.717 0.593 -0.593
C 1.020297 3.213262 3.113619 0.247 -0.639 -0.303
C 0.376074 1.893389 2.331223 -0.786 1.596 0.046
C -1.293909 2.019809 2.366163 0.743 1.463 -0.181
C -2.035810 1.305806 1.100894 0.648 0.662 -0.360
C -2.610654 -0.245561 1.381395 0.511 1.341 -0.627
C -1.220204 -1.016790 1.747753 1.434 -0.035 -0.256
C -1.111473 -2.619305 1.697810 1.584 -0.930 0.552
C -1.453538 -3.453484 3.065851 -0.478 -1.888 -0.682
S -0.219392 -3.104328 4.482805 -0.675 -1.468 0.990
C -0.609844 -4.439164 5.793302 -1.350 -1.854 -0.220
S -1.931715 -5.514032 5.468188 2.305 2.232 0.642
N 0.192130 -4.606561 7.064878 -1.253 0.015 -2.075
C 1.455487 -5.413776 6.863944 1.407 -1.331 -0.235
C 1.228167 -6.869363 6.121107 1.064 -0.546 -0.015
C -0.636003 -5.123596 8.221619 0.427 -0.401 2.046
C 0.072417 -4.505750 9.604413 -0.943 0.697 -0.509
C -3.384428 -0.847098 0.020976 0.061 0.033 -0.939
C -4.415349 0.284022 -0.659067 0.428 0.928 -0.878
C -5.240458 -0.226824 -1.970063 -1.533 0.461 0.280
F -4.831642 0.524951 -3.207492 -0.476 -1.661 2.521
B -2.357576 -1.139173 -1.272221 1.297 -1.077 -2.170
O -1.069065 -0.485206 -1.539742 -0.632 -2.038 1.891
O -2.707753 -2.102024 -2.383607 0.165 3.267 1.752
C -2.316632 -1.509408 -3.676662 0.729 0.626 -2.176
C -3.215387 -2.111376 -4.952351 0.742 0.785 1.264
C -4.159611 -2.264161 0.249773 -0.791 -1.947 -1.833
O -4.322497 -2.718483 1.646663 -0.979 3.333 0.066
S -5.136288 -1.437697 2.396771 -6.083 -1.841 4.232
O -6.390751 -0.902960 1.693749 4.797 -1.488 0.664
O -5.615542 -1.973587 3.799282 2.830 1.721 -5.278
C -3.730478 -0.147028 2.574655 0.093 -0.133 0.412
Cl -4.635991 1.454828 2.756347 0.762 -1.281 -0.565
I -3.044709 -0.600588 4.635257 0.208 0.386 -0.836
H -4.007886 1.991145 8.603352 2.420 0.441 -0.184
H -2.395494 1.421468 7.797004 -0.767 1.720 1.424
H -2.413369 2.059487 9.609022 -0.664 0.499 -2.256
H -3.256255 3.962577 6.970544 1.231 -0.645 2.114
H -3.239290 4.474057 8.802849 1.046 -1.509 -1.750
H -1.135150 5.369859 7.405839 -0.036 -2.100 1.117
H -0.700846 4.387191 8.984338 -0.860 -0.173 -2.035
H 0.770697 3.013667 7.567106 -2.297 0.297 -1.212
H -0.808306 2.330250 6.611413 1.253 2.093 1.115
H -0.588031 4.495712 4.953943 1.720 -0.904 1.337
H 1.121301 4.879532 5.808789 -2.066 -1.547 -0.331
H 2.176797 2.680977 5.035640 -2.182 0.475 -0.335
H 0.458409 1.882906 4.893329 1.222 1.732 -0.373
H 0.383101 4.193294 2.893442 1.213 -2.197 0.490
H 2.098148 3.431436 2.662541 -2.198 -0.549 1.094
H 0.667009 2.009493 1.203777 -0.372 -0.689 2.041
H 0.770468 0.922983 2.850802 -0.632 1.791 -1.262
H -1.731545 1.807722 3.422426 0.766 0.089 -1.948
H -1.462310 3.194337 2.203781 0.231 -2.563 0.316
H -2.840717 2.051759 0.713621 1.177 -1.676 0.866
H -1.188618 1.312421 0.257553 -2.115 -0.530 1.666
H -0.716146 -0.668117 2.773448 -1.644 -0.647 -2.119
H -0.419003 -0.610778 0.954243 -2.023 -0.867 1.601
H -1.638798 -3.179246 0.812913 0.688 1.338 1.692
H 0.051025 -2.848044 1.511357 -2.462 0.546 0.369
H -1.271794 -4.604470 2.805087 -0.470 2.491 0.600
H -2.557363 -3.381941 3.440135 2.197 0.090 -0.643
H 2.283480 -4.835324 6.248127 -1.974 -0.907 1.237
H 1.964236 -5.668356 7.913325 -1.448 0.874 -2.155
H 2.177583 -7.541151 6.389465 -1.992 1.468 -0.563
H 1.229477 -6.781779 4.942298 -0.285 -0.068 2.495
H 0.292339 -7.464842 6.497676 1.711 1.387 -0.805
H -1.744580 -4.739432 8.245888 2.356 -0.873 -0.617
H -0.613427 -6.312167 8.307261 -0.211 2.526 -0.458
H -0.559652 -3.531209 9.869282 1.540 -2.066 -0.406
H -0.013788 -5.255945 10.500833 0.358 1.469 -1.783
H 1.168058 -4.159650 9.372195 -2.112 -0.872 0.663
H -3.767857 1.206397 -1.058614 -1.318 -2.069 0.897
H -5.180350 0.734218 0.091325 1.451 -1.086 -1.172
H -5.219369 -1.378627 -2.171976 0.419 2.356 0.099
H -6.380531 0.064015 -1.796581 2.514 -0.537 -0.561
H -0.316304 -1.119320 -1.273104 -1.660 1.427 -0.799
H -1.163051 -1.719675 -3.867990 -2.494 0.372 0.441
H -2.474243 -0.334231 -3.733130 0.393 -2.504 0.575
H -3.833713 -2.997284 -4.501555 1.112 1.605 -1.320
H -2.430100 -2.417081 -5.764758 -1.833 0.295 1.452
H -3.893417 -1.225865 -5.361826 1.305 -2.184 0.906
H -5.268563 -2.307874 -0.192212 2.522 0.576 0.755
H -3.625873 -3.205817 -0.261310 -0.935 2.341 1.136
C 2.747657 -0.525823 -1.483800 -0.021 0.231 -0.079
C 3.606917 -1.049398 -2.632009 -0.302 -0.135 -0.050
N 2.836555 -1.589521 -3.756935 0.004 -0.282 -0.087
C 3.663549 -2.323976 -4.719123 -0.032 -0.157 0.247
C 4.717758 -1.539212 -5.492008 0.280 0.124 -0.240
C 1.836434 -0.696623 -4.347469 -0.111 -0.037 0.340
C 2.323306 0.637622 -4.902305 -0.103 0.310 -0.242
H 2.067879 -1.298871 -1.111847 0.044 -0.009 -0.077
H 3.391743 -0.216444 -0.652122 -0.101 -0.075 -0.148
H 2.159355 0.349276 -1.778806 0.013 -0.116 0.048
H 4.231121 -1.850998 -2.217119 -0.056 -0.010 -0.324
H 4.289051 -0.254950 -2.952447 0.122 0.140 0.058
H 3.014954 -2.836293 -5.437201 -0.147 0.148 0.108
H 4.172806 -3.132592 -4.181152 -0.084 0.138 0.147
H 4.271771 -0.927841 -6.278855 0.072 0.032 0.095
H 5.408792 -2.233363 -5.983496 -0.088 0.062 0.068
H 5.319447 -0.892111 -4.843327 -0.130 -0.092 -0.094
H 1.067183 -0.492665 -3.593412 0.151 -0.025 0.063
H 1.294522 -1.228967 -5.138751 0.256 -0.148 0.092
H 3.039232 1.133992 -4.241321 -0.029 -0.075 -0.043
H 1.471716 1.316918 -5.022831 0.087 -0.065 0.012
H 2.777275 0.524045 -5.889055 0.079 0.055 0.131
C 1.160501 2.211484 -8.706527 0.070 -0.084 0.035
C 2.025490 3.265178 -9.393816 -0.014 0.043 0.308
N 2.839676 4.064025 -8.472083 0.021 0.285 0.022
C 3.450689 5.233157 -9.111567 -0.295 0.021 0.051
C 4.483199 4.984046 -10.205382 0.276 0.027 -0.280
C 3.717593 3.317696 -7.567374 -0.351 -0.083 0.096
C 4.755703 2.394318 -8.195704 0.350 -0.199 0.046
H 0.506958 2.663456 -7.953763 0.147 -0.027 -0.044
H 0.524522 1.714649 -9.448777 0.129 0.104 0.095
H 1.765177 1.434119 -8.227994 -0.087 0.092 -0.004
H 1.339611 3.935513 -9.927248 0.291 0.125 0.084
H 2.639984 2.774386 -10.155823 0.022 -0.113 -0.160
H 3.902858 5.870388 -8.344586 -0.041 -0.196 0.116
H 2.647141 5.844326 -9.539814 -0.083 -0.196 0.053
H 5.439836 4.657772 -9.792832 -0.085 -0.051 -0.088
H 4.674657 5.914464 -10.751825 -0.039 -0.093 0.071
H 4.146838 4.243259 -10.939992 0.049 0.103 0.154
H 3.092088 2.720151 -6.893855 -0.078 0.068 -0.180
H 4.230846 4.018270 -6.897334 -0.146 0.131 -0.243
H 4.350828 1.804244 -9.022578 0.004 0.085 0.048
H 5.119663 1.686098 -7.442623 -0.035 0.056 -0.061
H 5.626266 2.948266 -8.553371 -0.108 -0.116 -0.086
```
Positions in Å, forces in eV/Å.

These are the Mulliken partial charges, in e, on atoms 1 to 99: C -0.718; C -0.424; C -0.582; C -0.061; C -0.744; C -0.405; C -0.702; C -0.229; C -0.246; C -0.772; C 1.452; C -0.455; C -0.471; C -0.981; S -0.105; C -0.051; S -0.185; N 0.068; C -0.531; C -0.782; C -0.352; C -0.897; C 0.736; C -0.662; C -0.326; F -0.373; B 0.219; O -0.391; O -0.601; C 0.286; C -0.981; C -1.032; O -0.278; S 1.280; O -0.605; O -0.644; C -0.381; Cl -0.045; I 0.394; H 0.273; H 0.129; H 0.246; H 0.203; H 0.286; H 0.282; H 0.319; H 0.218; H -0.079; H 0.313; H 0.247; H 0.393; H 0.155; H 0.328; H 0.323; H 0.175; H 0.124; H -0.220; H 0.341; H 0.479; H -0.043; H -0.143; H 0.057; H 0.104; H 0.456; H 0.483; H 0.330; H 0.235; H 0.346; H 0.313; H 0.209; H 0.221; H 0.415; H 0.202; H 0.241; H 0.270; H 0.286; H 0.322; H 0.399; H 0.250; H 0.283; H 0.161; H -0.009; H 0.157; H 0.255; H 0.305; H 0.229; H 0.457; H 0.170; C -1.189; C -0.442; N 0.195; C -0.746; C -0.887; C -0.051; C -0.611; H 0.122; H 0.498; H 0.269; H 0.481